The following is a DFT calculation (wB97M-V/def2-TZVPD) of C41H67Br4Cl2F12MgN4O9SSi2 as an isolated structure at a distorted geometry.

Structure (ORCA input):
```
! RIJCOSX wB97M-V def2-TZVPD def2/J DEFGRID3
* xyz -1 1
C -3.037 -2.240 -0.215
H -5.016 -4.705 -10.022
Cl -0.221 -6.363 -4.305
H 2.311 -3.353 1.851
H 5.725 -1.064 2.088
H 1.166 5.070 -0.931
H -1.319 -4.177 -5.377
H -4.327 -8.281 -9.913
H 3.576 5.120 7.743
N 0.162 0.213 3.027
F -2.658 -0.697 1.657
H -4.823 -7.886 -6.326
C -1.941 -3.428 -5.875
C 2.640 -0.330 1.631
C -5.582 -5.371 -9.370
Br 6.535 7.760 4.015
C 0.420 0.465 1.575
H 5.639 3.789 1.423
H 3.488 3.357 9.958
H -0.461 -0.247 -1.140
H 4.350 4.784 0.650
H 1.709 4.942 10.799
C 1.886 3.354 8.522
O -0.324 -3.430 0.251
C 3.773 -1.556 -2.759
F -6.449 -2.689 -1.131
C -1.193 3.539 -0.407
H -5.851 5.277 3.539
Br 0.824 6.592 11.559
H 2.202 -3.127 0.084
C 2.828 -0.821 -1.936
O -3.126 5.150 2.887
H 2.138 -4.785 -4.735
C -5.318 -2.069 -1.563
C -3.581 -7.656 -9.411
C -4.458 -4.801 -4.895
H -6.020 6.292 2.092
C 2.600 -2.652 1.024
C 1.453 -1.271 -1.696
Si -3.559 -4.193 -6.448
H -3.718 6.979 2.154
H 4.413 -3.517 0.211
F 5.190 -3.216 4.547
H 2.023 5.992 9.390
H 6.338 7.043 6.408
Br 6.464 4.808 5.274
H -1.364 1.133 0.319
N 1.971 -1.309 1.141
C -5.458 -7.373 -7.050
H -2.921 -8.307 -8.834
H 3.668 -0.274 2.046
H 1.038 0.659 -0.840
C -5.349 5.628 2.634
Si -4.417 -6.398 -8.289
Br 3.964 6.773 5.653
H -5.490 -5.059 -5.099
N 2.202 1.974 2.752
C 0.556 5.387 -1.808
H -1.274 1.854 1.942
C 5.785 -2.082 2.545
C -2.315 -1.938 1.186
C 4.162 -2.649 0.884
H 1.116 2.990 9.207
C 4.826 4.542 1.633
F -3.225 -3.608 -0.227
C 3.618 2.429 2.656
H 4.241 4.253 3.692
C 3.786 3.992 2.702
H -3.988 6.753 3.894
H -1.112 3.267 -1.489
F 7.022 -2.037 4.664
H -2.990 -7.151 -10.177
F -2.869 -2.836 2.066
H 6.744 -2.616 2.291
C -4.416 -1.513 -0.378
H 4.591 -1.744 0.388
C -4.017 6.262 2.923
H -4.165 -2.514 -8.197
N -3.202 -5.452 -7.542
Cl 6.423 7.961 8.121
C 0.583 -0.879 0.751
F 4.973 -1.042 4.630
C 3.004 4.060 9.275
H -2.131 -2.613 -5.167
C 5.772 -2.028 4.134
H -1.389 -3.021 -6.724
H 1.418 4.030 7.799
H 4.789 -1.117 -2.891
H -0.649 -0.395 3.156
C -0.033 2.868 0.469
O 4.723 -2.959 2.170
H -2.175 3.085 -0.047
S -0.494 -2.310 1.172
H 4.035 -3.406 -3.962
O -1.643 6.477 -1.785
H -6.152 -6.725 -6.504
C 3.321 -2.805 -3.349
C 2.470 5.258 10.061
H 0.458 4.490 -2.479
O -0.165 -2.827 2.500
C 1.902 1.057 1.664
H -6.278 -4.763 -8.771
H 4.142 2.056 1.731
C 1.519 -4.624 -3.810
O -3.150 3.200 1.757
Mg -6.390 -4.882 -6.365
H 3.280 5.763 10.588
H 5.343 5.467 2.008
H 0.260 3.641 1.219
H 2.838 4.573 2.585
C 0.994 -2.491 -2.321
F -5.771 -0.978 -2.271
H -6.191 -6.026 -10.002
C 1.932 -3.260 -3.135
H 3.175 0.141 -1.477
F -4.655 -2.842 -2.460
F -2.244 -1.957 -1.292
H 0.350 -4.726 -4.013
H -0.055 -2.840 -2.166
H 1.618 2.812 2.665
H -4.599 -1.926 -6.587
O -4.993 4.500 1.837
H 4.204 2.014 3.525
H 0.816 2.707 -0.245
C 5.887 6.649 5.466
H 2.317 1.532 0.719
H 1.853 -5.428 -3.100
H 2.280 2.506 7.955
H -4.468 -4.022 -4.130
C 0.593 -0.370 -0.766
C -4.588 -2.808 -7.236
H -6.060 -8.127 -7.565
H 0.943 6.283 -2.339
O -1.306 4.959 -0.157
C -0.636 1.545 1.073
H -3.964 -5.677 -4.474
O 3.993 4.496 8.353
C -3.706 4.192 2.127
F -4.124 -0.200 -0.688
F -5.184 -1.555 0.756
H -5.640 -3.099 -7.397
C -0.909 5.682 -1.290
H -0.050 1.085 3.509
*
```

Max |F| = 5.6 eV Å⁻¹
LUMO = -3.241 eV

Here are the Löwdin charges for atoms 1 to 4, given in e:
1 C -0.306
2 H 0.044
3 Cl -0.221
4 H 0.157